The following is a DFT calculation (wB97M-V/def2-TZVPD) of a structure of composition C7H14O4Zn.

```
26
Properties=species:S:1:pos:R:3:forces:R:3
H -4.80646 2.05887 -0.42152 0.292 -0.171 -0.102
H 1.88589 -3.05148 -0.94780 0.036 -0.107 0.188
H 1.36792 -1.46827 1.63505 -0.675 0.239 -0.328
H 1.18355 -3.69863 0.66925 0.034 0.226 -0.258
C -3.90425 1.61217 -0.85606 -0.137 0.287 -0.398
O -2.37605 -1.88791 1.06592 0.559 -0.308 -0.164
O 2.20330 -0.58768 -0.01502 -1.264 0.213 -0.250
H -1.44274 0.77776 -0.63837 -0.137 -0.010 0.018
H -1.49665 -0.23104 1.66102 0.065 -0.076 0.016
H -4.17079 1.10407 -1.79795 0.050 0.112 0.216
H 1.13779 0.96993 0.87633 0.212 -0.148 -0.099
C 1.39138 -1.58002 0.54395 2.664 -3.377 1.001
C 2.82847 1.71401 -0.27020 -1.021 0.329 0.118
H 2.73843 0.58777 1.60412 -0.112 -0.028 -0.273
C 2.17893 0.70011 0.66307 -0.169 0.658 0.510
H -0.30958 -1.14842 0.61343 -3.143 0.644 -0.259
O -3.38185 0.70590 0.08273 0.224 -0.343 0.617
C -2.22825 0.05006 -0.35181 0.641 -0.068 -1.082
Zn 3.81188 -0.59292 -1.05956 0.395 0.964 -0.109
H -3.17741 2.41256 -1.07957 -0.173 -0.166 0.037
H -2.43004 -0.57215 -1.24548 -0.032 0.170 0.199
O 4.01930 1.22814 -0.80601 0.811 -0.689 -0.390
C -1.67574 -0.83880 0.74207 1.449 0.185 0.708
C 1.56856 -2.86815 0.07994 -1.066 1.897 0.165
H 2.10083 1.96666 -1.06543 0.264 -0.072 0.164
H 2.98358 2.63746 0.31787 0.232 -0.359 -0.243
```
Forces are in eV/Å.

Its net charge is +1. The calculation puts the HOMO energy (spin up / spin down) at -12.42 / -12.40 eV. The expectation value of S² is 0.7935. The molar mass comes out at 227.57 g mol⁻¹. The spin multiplicity is 2. Its LUMO energy (spin up / spin down) is -0.2587 / -0.2597 Ha.